[1]
A structure of composition C27H46IrN3OSe2Si4. Source: the OMol25 dataset; level of theory: wB97M-V/def2-TZVPD.

The geometry in ORCA input format:
```
! wB97M-V def2-TZVPD RIJCOSX def2/J DEFGRID3
* xyz 3 2
Ir 0.05442 -0.40631 1.05657
Se -0.94214 -1.64324 3.30354
Se -1.53783 -2.34043 1.12674
C 0.19185 -3.14664 0.85698
C 0.53468 -4.47598 0.81634
C 1.88245 -4.77347 0.61659
C 2.79547 -3.74127 0.45386
C 2.35767 -2.42480 0.49488
N 1.06925 -2.14334 0.70978
C -2.69954 -1.06368 3.83191
C -3.12356 -1.39757 5.10369
C -4.38955 -0.94620 5.47010
C -5.14008 -0.24157 4.54852
C -4.61047 0.00041 3.28452
N -3.38848 -0.39330 2.92484
H -0.20851 -5.25019 0.94998
H 2.21023 -5.80438 0.58808
H 3.84330 -3.94928 0.28778
H 3.02291 -1.58340 0.37220
H -2.51387 -1.98445 5.77641
H -4.78060 -1.16128 6.45525
H -6.13184 0.11160 4.79359
H -5.18442 0.52848 2.53403
O -1.16818 1.22261 1.59622
C -0.80958 2.17049 2.64230
C 0.03616 3.30030 2.08776
C 1.16852 2.80067 1.18058
C 2.06144 1.83923 1.89270
C 3.17641 2.31770 2.57641
C 3.93626 1.47588 3.36065
C 3.54755 0.14646 3.46802
C 2.45180 -0.27909 2.75838
N 1.72428 0.53085 1.95221
H -1.59196 1.69463 0.86362
H -0.28587 1.57858 3.39030
H -1.73755 2.53874 3.07843
H 0.44029 3.87536 2.92392
H -0.59054 3.99102 1.51945
H 1.75823 3.65420 0.84762
H 0.75143 2.32494 0.29139
H 3.42577 3.36674 2.49014
H 4.80145 1.84738 3.89324
H 4.08040 -0.55452 4.09459
H 2.13014 -1.30560 2.83386
C -1.57929 -2.77760 -2.41201
Si -0.07992 -1.87171 -3.06753
C -0.34964 -1.38110 -4.82616
C 1.52516 -2.77070 -2.81922
Si 0.06837 0.15233 -1.25787
Si 2.02860 1.16977 -2.35463
C 3.51217 0.68565 -1.32630
C 1.63545 3.00306 -2.32994
C 2.30784 0.76608 -4.14800
Si -2.03804 1.21255 -1.85130
C -3.50023 0.09630 -1.50358
C -1.91587 1.70130 -3.64743
C -2.21500 2.83461 -0.88591
H -1.35039 -3.84566 -2.35612
H -2.40623 -2.64458 -3.11105
H -1.93317 -2.44374 -1.43828
H -0.20602 -2.33655 -5.35244
H 0.35405 -0.67893 -5.25822
H -1.37128 -1.06956 -5.03331
H 1.52621 -3.56336 -3.57775
H 1.59833 -3.25202 -1.84730
H 2.41145 -2.16192 -2.99213
H 3.42108 0.94540 -0.27096
H 4.39426 1.19873 -1.72037
H 3.71067 -0.38452 -1.40999
H 1.45550 3.47258 -1.36766
H 0.79908 3.22974 -2.99261
H 2.51873 3.48471 -2.76447
H 2.58113 -0.26399 -4.36748
H 3.15394 1.39231 -4.45066
H 1.46136 1.05345 -4.76977
H -3.75208 -0.51660 -2.36933
H -4.36924 0.72102 -1.28058
H -3.35275 -0.55961 -0.64594
H -1.72790 0.86893 -4.32104
H -1.15120 2.45959 -3.81937
H -2.87384 2.14289 -3.93957
H -2.78446 2.77412 0.04840
H -2.83070 3.45711 -1.54350
H -1.29392 3.39362 -0.71663
*
```

Computed properties:
<S²>: 0.75
HOMO (alpha / beta) in eV: -16.011 / -16.253

Atomic partial charges in e from the Löwdin method, atoms 1 to 6:
1 Ir 0.770
2 Se 0.863
3 Se 0.853
4 C -0.616
5 C -0.017
6 C 0.013

[2]
A structure of composition C27H46NO3PdSSb. Source: the OMol25 dataset; level of theory: wB97M-V/def2-TZVPD.

The geometry in ORCA input format:
```
! wB97M-V def2-TZVPD RIJCOSX def2/J DEFGRID3
* xyz -2 1
Pd -0.11598 -1.95760 0.52196
S 0.38967 -3.01725 5.29983
C 0.36076 -2.83789 3.65501
N 0.33881 -2.70707 2.49784
C -2.11929 1.13033 3.90971
C -0.88391 0.40941 3.33694
C -0.57789 1.18037 2.05886
O -1.84540 1.67921 1.61911
C -2.53586 2.08977 2.78073
H -1.88867 1.68366 4.82212
H -2.91322 0.42092 4.14467
H -1.11277 -0.62362 3.08015
H -0.04183 0.38592 4.02689
H -0.15683 0.54701 1.27722
H 0.09755 2.02855 2.24448
H -3.60511 2.06665 2.55914
H -2.25963 3.12531 3.03434
C -4.01908 -3.61925 0.68369
C -3.99266 -2.21599 0.08310
C -5.25590 -1.97070 -0.73363
C -3.91152 -1.21380 1.23682
Sb -2.05575 -2.02622 -0.98913
C -2.07795 -3.78232 -2.36067
C -1.48669 -4.93546 -1.55115
C -1.10318 -3.46491 -3.49431
C -3.42399 -4.19470 -2.94237
C -2.46520 -0.33540 -2.37524
C -3.44768 -0.57673 -3.51466
C -2.96414 0.82743 -1.52106
C -1.08778 0.03960 -2.92747
H -4.84821 -3.69635 1.40192
H -3.08997 -3.82931 1.22204
H -4.16321 -4.39544 -0.07255
H -6.14320 -2.12530 -0.10068
H -5.33632 -2.64971 -1.58447
H -5.30332 -0.94755 -1.11359
H -4.79538 -1.32006 1.88256
H -3.85946 -0.17857 0.89127
H -3.01807 -1.39713 1.84022
H -0.51753 -4.65838 -1.12999
H -1.34642 -5.80912 -2.20472
H -2.12892 -5.23156 -0.71867
H -0.14930 -3.08830 -3.11865
H -1.50581 -2.73297 -4.19528
H -0.88986 -4.38179 -4.06285
H -4.12631 -4.51791 -2.17045
H -3.28232 -5.04214 -3.63011
H -3.89172 -3.38686 -3.50857
H -4.43616 -0.87286 -3.15480
H -3.09521 -1.34377 -4.20413
H -3.57052 0.35048 -4.09503
H -3.98882 0.67447 -1.16869
H -2.95886 1.74795 -2.12305
H -2.33313 1.00023 -0.64607
H -0.67955 -0.72532 -3.59093
H -0.36159 0.18772 -2.12309
H -1.16716 0.97402 -3.50358
C 2.04726 -4.91453 -5.47578
C 2.25197 -3.84681 -4.43204
C 2.20698 -2.50017 -4.76999
C 2.34458 -1.50314 -3.80842
C 2.32751 -0.05241 -4.21017
C 2.50609 -1.85443 -2.46635
C 2.54642 -3.20652 -2.10687
C 2.73519 -3.60404 -0.66902
C 2.43340 -4.17974 -3.09683
C 2.66926 -0.75119 -1.41105
O 3.76173 -0.14828 -1.44398
O 1.69183 -0.56198 -0.65164
H 2.41339 -4.58926 -6.45207
H 0.98556 -5.15678 -5.58582
H 2.56745 -5.83577 -5.20611
H 2.06351 -2.21650 -5.81026
H 2.19363 0.05213 -5.28926
H 3.25965 0.42447 -3.90426
H 1.52083 0.48373 -3.70517
H 3.76365 -3.40575 -0.35482
H 2.51932 -4.66309 -0.51907
H 2.08051 -3.01647 -0.02182
H 2.45947 -5.22827 -2.80972
*
```

Computed properties:
HOMO in eV: -0.974

Atomic partial charges in e from the Löwdin method, atoms 1 to 6:
1 Pd 0.089
2 S 0.276
3 C -1.022
4 N -0.069
5 C -0.156
6 C -0.167

[3]
A cluster of 9 separate species, C27H46O27 in total in a non-equilibrium geometry. Source: the OMol25 dataset; level of theory: wB97M-V/def2-TZVPD.

The geometry in ORCA input format:
```
! wB97M-V def2-TZVPD RIJCOSX def2/J DEFGRID3
* xyz 0 1
C 1.83221 8.17396 -0.57356
O 2.88005 7.42961 -0.02826
C 3.96505 7.14860 -0.69807
O 4.22568 7.60261 -1.81360
O 4.65976 6.38269 0.09569
C 5.92645 5.85749 -0.28990
H 1.34765 7.61970 -1.37735
H 2.13572 9.15437 -0.94069
H 1.12176 8.36764 0.23008
H 6.72474 6.57251 -0.48880
H 5.94033 5.25241 -1.19643
H 6.28989 5.25832 0.54497
C -6.57402 -1.37359 0.04823
O -7.76141 -0.74993 0.28971
C -8.83436 -1.00303 -0.43239
O -8.86586 -1.89331 -1.31574
O -9.87698 -0.24421 -0.16035
C -11.10632 -0.59260 -0.89469
H -6.15780 -1.01087 -0.89160
H -6.63037 -2.45310 -0.09172
H -5.79276 -1.09369 0.75490
H -11.93603 0.09031 -0.71218
H -11.49977 -1.57533 -0.63486
H -10.92481 -0.48509 -1.96409
C -7.93815 -2.67411 -5.96241
O -7.00494 -3.76610 -5.82650
C -5.64993 -3.61443 -5.70215
O -4.83694 -4.55827 -5.54168
O -5.26139 -2.33282 -5.93345
C -3.94083 -1.94563 -5.89775
H -7.55365 -2.00038 -6.72815
H -7.99184 -2.15801 -5.00384
H -8.91099 -3.08170 -6.23727
H -3.72775 -1.45736 -6.84870
H -3.21191 -2.66807 -5.53054
H -3.84346 -1.10165 -5.21487
C 6.93443 1.62630 6.32281
O 6.42584 2.92361 5.90251
C 5.11931 3.09275 5.85756
O 4.24260 2.24110 6.14346
O 4.92438 4.29826 5.39968
C 3.60059 4.60765 5.00648
H 6.12337 1.01059 6.71162
H 7.69131 1.69970 7.10375
H 7.40118 1.02342 5.54385
H 3.62689 5.65526 4.70657
H 2.83888 4.45359 5.77078
H 3.22878 4.08117 4.12746
C 1.02832 -10.48307 -3.76075
O 1.28917 -9.29040 -3.06234
C 0.66675 -8.16724 -3.37541
O -0.17846 -8.00574 -4.24255
O 1.05474 -7.23651 -2.47947
C 0.37107 -5.92229 -2.50717
H 1.35480 -10.44601 -4.80005
H -0.02518 -10.75899 -3.71465
H 1.51687 -11.32408 -3.26872
H -0.68865 -6.16564 -2.43047
H 0.61326 -5.48337 -3.47505
H 0.65603 -5.27929 -1.67443
O 4.60420 -2.57046 -0.79589
C 5.02363 -1.51493 -1.31356
O 5.53065 -0.42554 -0.64037
C 5.72460 0.66043 -1.49964
C 5.52497 0.01344 -2.92505
O 5.01068 -1.22230 -2.57892
H 5.00194 1.45796 -1.32695
H 6.73344 1.04577 -1.35176
H 6.51002 -0.04797 -3.38764
H 4.83768 0.67876 -3.44763
O -0.13507 -2.20689 2.85913
C 0.95359 -2.45568 3.30316
O 1.92520 -1.52558 3.46544
C 3.13147 -2.08165 4.08696
C 2.79813 -3.52576 3.84437
O 1.39791 -3.63093 3.66506
H 4.03919 -1.76098 3.57576
H 3.21946 -1.84861 5.14811
H 2.92540 -4.07874 4.77502
H 3.30523 -3.97300 2.98943
O 0.55407 0.04466 -3.50003
C 0.29745 0.95424 -2.74632
O -0.88866 1.13961 -2.31137
C -0.91134 2.04536 -1.25281
C 0.58411 2.34079 -1.00109
O 1.17344 1.71329 -2.10384
H -1.48128 2.96507 -1.38474
H -1.23463 1.60531 -0.30945
H 0.84169 1.86221 -0.05626
H 0.71405 3.41697 -1.11531
O -1.64697 4.86145 2.93841
C -1.84576 4.12643 3.88067
O -1.10633 3.00529 4.05252
C -1.34866 2.32254 5.24685
C -2.47549 3.21574 5.83436
O -2.48546 4.39078 5.00500
H -1.69264 1.30302 5.07259
H -0.38810 2.18308 5.74279
H -2.32145 3.59097 6.84608
H -3.43369 2.69817 5.87951
*
```

Computed properties:
Structure (SMILES): COC(=O)OC.COC(=O)OC.COC(=O)OC.COC(=O)OC.COC(=O)OC.O=C1OCCO1.O=C1OCCO1.O=C1OCCO1.O=C1OCCO1
HOMO in eV: -10.248

Atomic partial charges in e from the Löwdin method, atoms 1 to 6:
1 C -0.049
2 O 0.005
3 C -0.627
4 O 0.107
5 O 0.025
6 C -0.038

[4]
A structure of composition C27H47AsN2O2PtSi4. Source: the OMol25 dataset; level of theory: wB97M-V/def2-TZVPD.

The geometry in ORCA input format:
```
! wB97M-V def2-TZVPD RIJCOSX def2/J DEFGRID3
* xyz -2 1
Pt 1.65031 0.44374 0.04092
O 2.01536 0.40697 2.01303
C 2.56695 -0.60104 2.61544
C 2.71285 -0.49027 4.02662
C 3.25748 -1.48774 4.79163
C 3.70892 -2.67707 4.20145
C 3.59427 -2.80660 2.83878
C 3.04236 -1.80627 2.01774
C 3.02481 -2.08726 0.60273
N 2.53645 -1.30765 -0.28461
N 2.61304 -1.69476 -1.61021
C 2.01230 -0.81960 -2.36775
O 1.44519 0.26901 -1.96882
C 1.96055 -1.11098 -3.82820
C 1.37204 -0.19432 -4.69207
C 1.29850 -0.45932 -6.05243
C 1.81080 -1.64361 -6.56246
C 2.39832 -2.56331 -5.70141
C 2.47241 -2.30019 -4.34322
H 2.34295 0.42053 4.47909
H 3.32811 -1.35480 5.86599
H 4.12776 -3.47446 4.80228
H 3.93561 -3.71646 2.35442
H 3.46512 -3.01885 0.25195
H 0.97265 0.72118 -4.27976
H 0.83215 0.26139 -6.71365
H 1.74638 -1.85428 -7.62379
H 2.79233 -3.49495 -6.09051
H 2.91362 -3.01015 -3.65749
C -1.84190 -1.23899 -2.16455
Si -1.46504 -2.66025 -0.95160
C -3.12545 -3.62773 -0.98791
C -0.28795 -3.85799 -1.84376
C -0.82189 -2.13018 0.63391
Si -1.85876 -1.58609 1.98577
C -2.85543 -0.03120 1.55364
C -0.88147 -1.16204 3.55291
C -3.20374 -2.79148 2.64829
H -1.88505 -1.58328 -3.20442
H -1.07499 -0.46521 -2.08277
H -2.81093 -0.78660 -1.92621
H -3.36038 -3.96696 -2.00484
H -3.95445 -2.99903 -0.64627
H -3.08169 -4.50175 -0.33140
H -0.60717 -4.03818 -2.87604
H -0.29100 -4.81954 -1.31875
H 0.73900 -3.48768 -1.85653
H -0.02286 -2.79993 0.97921
H -2.18411 0.70575 1.10726
H -3.33005 0.41123 2.43684
H -3.64389 -0.24914 0.82487
H -0.13202 -0.39970 3.33193
H -0.35463 -2.04252 3.93519
H -1.54065 -0.79176 4.34627
H -3.98055 -2.96666 1.89805
H -3.68439 -2.40604 3.55659
H -2.75183 -3.75949 2.88696
C -2.47512 2.57038 -1.11699
Si -0.76564 3.32488 -1.34232
C -0.24678 2.84669 -3.09060
C -1.01481 5.20759 -1.34695
As 0.97296 2.83566 0.11694
Si 0.07693 3.67544 2.09855
C -1.80302 3.76440 2.27593
C 0.72510 2.80389 3.63249
C 0.65744 5.47582 2.23394
H -3.15448 2.99228 -1.86721
H -2.89787 2.75002 -0.12898
H -2.42963 1.49049 -1.26574
H -0.81392 3.42177 -3.83049
H -0.45552 1.78590 -3.24064
H 0.81980 3.01032 -3.25421
H -1.70126 5.49512 -2.15082
H -0.06173 5.71733 -1.50565
H -1.43314 5.56551 -0.40280
H -2.23316 2.76443 2.35897
H -2.27783 4.26813 1.43214
H -2.05014 4.32474 3.18496
H 0.12152 1.92355 3.86243
H 0.69899 3.48415 4.49087
H 1.74656 2.46211 3.47119
H 0.29541 6.06934 1.39047
H 1.74879 5.52196 2.22447
H 0.29421 5.93166 3.16170
*
```

Computed properties:
HOMO in eV: -0.413

Atomic partial charges in e from the Löwdin method, atoms 1 to 6:
1 Pt 0.849
2 O -0.313
3 C -0.357
4 C -0.032
5 C -0.115
6 C -0.136

[5]
A structure of composition C27H47BN6O2TeY in a non-equilibrium geometry. Source: the OMol25 dataset; level of theory: wB97M-V/def2-TZVPD.

The geometry in ORCA input format:
```
! wB97M-V def2-TZVPD RIJCOSX def2/J DEFGRID3
* xyz 1 1
Y -0.29177 -0.94820 -0.12283
C 0.98424 4.36100 1.24432
C 0.73219 3.29805 0.23101
C 0.78545 3.37833 -1.15232
C 0.47032 2.09250 -1.61301
N 0.23041 1.30626 -0.57320
N 0.39656 2.03400 0.55932
B 0.20730 1.37855 1.94792
N -1.26784 0.92436 2.09376
N -1.86550 0.33738 1.00806
C -3.18056 0.40344 1.18869
C -3.45082 0.96744 2.43613
C -2.21773 1.30735 2.96799
C -1.90734 1.99382 4.25479
C -4.16726 0.13646 0.07029
C -3.42508 -0.31400 -1.19297
C -4.85455 1.47805 -0.23435
C -5.24333 -0.86853 0.49172
N 1.22597 0.15633 2.03854
N 1.78137 -0.41731 0.90074
C 2.99180 -0.86027 1.23667
C 3.21066 -0.65320 2.60075
C 2.08478 -0.00822 3.06530
C 1.78721 0.44557 4.45286
C 4.02077 -1.30789 0.21910
C 3.41704 -2.15999 -0.89191
C 4.60763 -0.03153 -0.40379
C 5.13273 -2.10159 0.90582
C 0.38371 1.54179 -3.01785
C -0.79469 2.19334 -3.75086
C 1.68839 1.83909 -3.76250
C 0.17518 0.02152 -2.98589
H 1.25375 5.28684 0.74116
H 1.79716 4.08431 1.91530
H 0.09847 4.54647 1.85209
H 1.02688 4.25139 -1.73372
H 0.46533 2.16601 2.80170
H -4.41248 1.16197 2.87897
H -2.83065 2.30969 4.73475
H -1.28100 2.87050 4.09694
H -1.38156 1.32542 4.93769
H -2.67750 0.42955 -1.48045
H -4.12394 -0.42347 -2.02525
H -2.97398 -1.30008 -1.03765
H -4.13134 2.24255 -0.52775
H -5.40079 1.84620 0.63334
H -5.56751 1.34380 -1.04998
H -4.81192 -1.83763 0.72362
H -5.97890 -0.97860 -0.30746
H -5.76579 -0.49750 1.37387
H 4.08245 -0.91088 3.17477
H 2.61142 0.17412 5.10852
H 0.88087 -0.03519 4.82354
H 1.64357 1.52411 4.50853
H 2.58727 -1.63910 -1.38263
H 3.06923 -3.11727 -0.50188
H 4.16691 -2.35944 -1.65938
H 3.83066 0.53822 -0.91852
H 5.38534 -0.28979 -1.12486
H 5.04656 0.61184 0.35935
H 4.73512 -2.98097 1.41470
H 5.66738 -1.49363 1.63516
H 5.85916 -2.43561 0.16367
H -0.66362 3.27395 -3.80084
H -1.73792 1.99343 -3.23815
H -0.86833 1.81314 -4.77131
H 1.87019 2.91265 -3.80686
H 1.63842 1.46302 -4.78558
H 2.54091 1.37467 -3.26283
H -0.81424 -0.23201 -2.57347
H 0.98883 -0.47666 -2.43361
H 0.19036 -0.39805 -3.99135
O -2.38260 -2.48550 0.74969
C -1.54552 -2.75626 1.62359
O -0.34578 -2.33420 1.63495
H -1.87346 -3.39268 2.46667
C -1.60868 -4.61780 -1.54180
Te 0.37704 -3.87954 -1.31129
C 0.82100 -4.06263 -3.38807
H -1.53748 -5.50442 -2.16689
H -2.24989 -3.87115 -1.99689
H -1.99046 -4.87959 -0.56077
H -0.02636 -3.68671 -3.95582
H 0.99085 -5.11083 -3.61025
H 1.70933 -3.48053 -3.61954
*
```

Computed properties:
HOMO in eV: -11.443

Atomic partial charges in e from the Löwdin method, atoms 1 to 6:
1 Y 1.446
2 C -0.007
3 C -0.240
4 C 0.052
5 C -0.233
6 N -0.016

Energy above the lowest of the compared OMol25 structures with the same formula, charge and spin across the listed records, respectively: 11.7 0.0 11.6 31.5 13.5 kcal per mole.
Calculated total energy across the listed records, respectively: -200283.4006 -57232.7066 -84023.5557 -131438.0194 -50812.1129 eV.